(1)
Here is 4 unconnected molecules or ions with the total composition C24H38N3O9S in a non-equilibrium geometry from the OMol25 dataset. Energies are from ωB97M-V/def2-TZVPD.

For the HOMO-LUMO gap, the calculation gives 6.175 eV. The LUMO energy is 1.823 eV. As for the charge: -1. The maximum force comes out at 8.48 eV Å⁻¹.

Last column: Löwdin charge in e.
Positions of all 75 atoms, in Å:
C 1.602 -2.625 1.159  -0.15
C 2.265 -1.132 1.288  -0.23
C 1.555 0.000 0.296  -0.16
C 0.477 0.892 1.175  -0.07
C 0.697 2.344 1.554  -0.38
S 2.251 3.277 1.034  0.67
C -0.457 3.116 2.481  -0.17
O -0.069 4.186 3.210  -0.06
C -2.046 2.614 2.471  0.04
C -3.305 3.605 2.867  -0.40
O -3.640 4.694 2.129  -0.16
O -4.148 3.267 4.061  -0.28
C -2.276 1.177 2.071  -0.05
C -3.745 0.459 1.939  -0.13
C -4.743 1.260 0.871  -0.16
C -6.218 1.616 1.491  -0.18
O -6.884 0.511 2.197  -0.10
C -7.236 -0.600 1.300  -0.30
C -7.764 -2.006 2.029  -0.03
O -7.221 -0.585 -0.036  -0.06
C -0.949 0.230 1.735  -0.12
O -1.123 -1.093 1.942  -0.06
H 1.237 -2.930 2.248  0.08
H 2.326 -3.455 0.760  0.04
H 0.611 -2.527 0.500  0.07
H 3.411 -1.226 1.062  0.10
H 2.104 -0.711 2.393  0.12
H 2.430 0.648 -0.153  0.09
H 1.078 -0.587 -0.597  0.07
H 2.009 3.787 -0.275  -0.13
H -4.268 0.319 3.001  0.13
H -3.665 -0.647 1.498  0.11
H -4.859 0.607 -0.114  0.11
H -4.219 2.263 0.521  0.12
H -6.043 2.506 2.267  0.15
H -6.902 2.027 0.635  0.13
H -8.860 -1.744 2.422  0.10
H -7.812 -2.855 1.207  0.09
H -7.037 -2.316 2.895  0.09
C 0.382 -1.157 -3.351  -0.29
O 0.275 -1.236 -2.134  0.00
N 0.526 -2.223 -4.212  -0.21
C 0.647 -2.045 -5.644  -0.07
C 0.556 -3.566 -3.670  -0.05
H 0.372 -0.183 -3.868  0.14
H -0.176 -2.571 -6.137  0.09
H 1.602 -2.465 -5.973  0.09
H 0.608 -0.986 -5.914  0.08
H -0.377 -3.753 -3.131  0.10
H 1.391 -3.647 -2.968  0.09
H 0.674 -4.303 -4.469  0.08
C 1.598 5.671 -2.241  -0.31
O 1.007 5.248 -1.255  -0.02
N 2.004 6.975 -2.431  -0.21
C 2.699 7.396 -3.629  -0.07
C 1.728 7.955 -1.401  -0.04
H 1.858 5.010 -3.084  0.13
H 3.676 7.798 -3.348  0.09
H 2.110 8.173 -4.124  0.09
H 2.840 6.559 -4.318  0.08
H 2.205 7.636 -0.470  0.10
H 0.647 8.009 -1.242  0.10
H 2.107 8.938 -1.692  0.08
C 5.181 -4.984 1.012  -0.31
O 4.307 -4.133 0.923  0.00
N 5.067 -6.180 1.689  -0.21
C 6.151 -7.137 1.748  -0.07
C 3.824 -6.490 2.364  -0.05
H 6.167 -4.850 0.536  0.13
H 5.815 -8.080 1.308  0.09
H 6.426 -7.297 2.794  0.09
H 7.025 -6.777 1.198  0.08
H 3.012 -6.494 1.631  0.10
H 3.621 -5.714 3.109  0.10
H 3.883 -7.465 2.855  0.09

***

(2)
Here is a molecular structure, C24H38OPPb in a non-equilibrium geometry from the OMol25 dataset. Energies are from ωB97M-V/def2-TZVPD.

For the HOMO-LUMO gap, the calculation gives 6.598 eV. The LUMO energy is -3.332 eV. As for the charge: +1. The maximum force comes out at 4.94 eV Å⁻¹.

Last column: natural (NBO) charge in e.
Positions of all 65 atoms, in Å:
C 1.635 -2.425 0.530  -0.21
C 2.148 -1.781 -0.640  -0.15
C 1.176 -1.907 -1.679  -0.05
C 0.069 -2.647 -1.164  -0.15
C 0.331 -2.938 0.213  -0.16
Pb 0.022 -0.267 0.459  1.51
C -2.328 1.705 -1.572  -0.04
C -2.391 1.278 -0.162  -0.17
H -2.285 2.081 0.582  0.22
C -2.603 -0.017 0.268  -0.54
H -2.956 -0.805 -0.411  0.24
H -2.717 -0.234 1.339  0.24
C -3.140 2.965 -1.844  -0.62
H -2.818 3.779 -1.183  0.22
H -3.004 3.296 -2.879  0.23
H -4.209 2.785 -1.671  0.22
C -2.602 0.590 -2.568  -0.63
H -1.842 -0.204 -2.502  0.22
H -3.590 0.139 -2.396  0.23
H -2.587 0.973 -3.595  0.23
C 3.466 -1.110 -0.736  -0.64
H 3.652 -0.444 0.121  0.20
H 4.282 -1.850 -0.754  0.23
H 3.545 -0.507 -1.650  0.22
C 1.312 -1.360 -3.050  -0.66
H 1.780 -0.366 -3.041  0.22
H 1.938 -2.016 -3.678  0.22
H 0.337 -1.257 -3.546  0.21
C -1.128 -3.103 -1.912  -0.64
H -1.174 -2.656 -2.913  0.22
H -1.110 -4.198 -2.041  0.23
H -2.062 -2.856 -1.383  0.20
C -0.542 -3.693 1.144  -0.65
H -1.550 -3.826 0.730  0.22
H -0.130 -4.697 1.337  0.23
H -0.636 -3.181 2.114  0.22
C 2.345 -2.600 1.820  -0.63
H 1.643 -2.708 2.658  0.22
H 2.972 -3.507 1.797  0.23
H 3.012 -1.753 2.040  0.21
C 0.420 2.442 -1.046  -0.35
C -0.557 2.262 -1.948  0.02
C 1.777 2.597 -1.287  -0.23
C -0.196 2.276 -3.290  -0.22
H -0.466 2.652 -0.283  0.24
C 2.153 2.529 -2.639  -0.14
H 2.500 2.733 -0.480  0.23
C 1.168 2.387 -3.628  -0.21
H -0.952 2.173 -4.065  0.22
H 3.198 2.608 -2.935  0.22
H 1.443 2.373 -4.689  0.23
C -0.352 0.057 5.469  -1.01
P -0.005 0.657 3.817  1.94
C -1.035 2.096 3.490  -1.01
C 1.720 1.162 3.720  -1.01
O -0.291 -0.453 2.799  -1.22
H -1.395 -0.282 5.516  0.27
H -0.193 0.855 6.206  0.26
H 0.311 -0.788 5.696  0.27
H -1.051 2.743 4.378  0.27
H -0.639 2.673 2.641  0.26
H -2.060 1.774 3.260  0.26
H 2.368 0.283 3.845  0.27
H 1.937 1.632 2.749  0.26
H 1.936 1.884 4.519  0.26

***

(3)
Here is a molecular structure, C24H38OPRe in a non-equilibrium geometry from the OMol25 dataset. Energies are from ωB97M-V/def2-TZVPD.

The energy relative to the best compared isomer or geometry (same formula, charge and spin) is 83.1 kJ/mol. The spin multiplicity is 4. Its expectation value of S² is 3.763. For the HOMO-LUMO gap (alpha / beta), the calculation gives 6.794 / 7.119 eV. The LUMO energy (alpha / beta) is -2.187 / -3.502 eV. As for the charge: +1. The maximum force comes out at 8.50 eV Å⁻¹.

Last column: natural (NBO) charge in e.
Positions of all 65 atoms, in Å:
C 1.503 1.828 -1.507  -0.09
C 0.158 1.475 -1.868  -0.10
C 0.153 0.097 -2.302  -0.15
C 1.506 -0.395 -2.219  0.00
C 2.335 0.667 -1.701  -0.15
Re 0.856 0.199 -0.333  1.21
C -1.031 -2.476 0.540  -0.05
C 0.100 -1.575 0.967  -0.35
H -0.056 -1.182 1.977  0.21
C 1.451 -1.718 0.513  -0.61
H 1.708 -2.526 -0.172  0.23
H 2.247 -1.472 1.224  0.22
C -1.558 -3.268 1.730  -0.61
H -1.892 -2.598 2.531  0.21
H -2.401 -3.904 1.438  0.22
H -0.754 -3.905 2.119  0.21
C -0.696 -3.413 -0.604  -0.62
H -0.418 -2.868 -1.514  0.20
H 0.139 -4.061 -0.307  0.22
H -1.552 -4.054 -0.845  0.22
C -1.009 2.406 -1.875  -0.63
H -1.090 2.933 -0.917  0.21
H -0.900 3.166 -2.662  0.23
H -1.941 1.863 -2.043  0.24
C -0.995 -0.577 -2.984  -0.63
H -1.941 -0.274 -2.528  0.24
H -1.029 -0.306 -4.051  0.24
H -0.916 -1.665 -2.919  0.23
C 2.012 -1.688 -2.779  -0.65
H 1.184 -2.327 -3.102  0.23
H 2.658 -1.506 -3.650  0.24
H 2.607 -2.234 -2.041  0.23
C 3.809 0.599 -1.459  -0.62
H 4.140 -0.440 -1.373  0.23
H 4.367 1.073 -2.277  0.24
H 4.070 1.125 -0.535  0.22
C 1.949 3.163 -1.013  -0.63
H 2.810 3.065 -0.343  0.22
H 2.245 3.814 -1.847  0.25
H 1.139 3.666 -0.473  0.22
C -2.466 -0.152 0.224  -0.29
C -2.378 -1.471 0.035  0.00
C -3.485 0.654 -0.257  -0.22
C -3.420 -2.131 -0.622  -0.17
H -1.496 0.042 0.799  0.22
C -4.498 0.019 -0.984  -0.22
H -3.475 1.725 -0.058  0.22
C -4.463 -1.372 -1.161  -0.22
H -3.418 -3.221 -0.718  0.21
H -5.311 0.611 -1.404  0.23
H -5.257 -1.874 -1.717  0.22
C -0.631 1.818 3.606  -1.01
P 1.023 1.687 2.936  1.97
C 1.751 3.308 2.771  -1.02
C 2.049 0.696 4.015  -1.02
O 0.922 1.007 1.568  -1.08
H -1.263 2.389 2.912  0.27
H -0.606 2.329 4.578  0.26
H -1.062 0.817 3.740  0.27
H 1.671 3.844 3.728  0.27
H 2.813 3.208 2.506  0.27
H 1.233 3.878 1.990  0.27
H 1.759 -0.360 3.951  0.27
H 3.101 0.800 3.714  0.27
H 1.941 1.039 5.053  0.26

***

(4)
Here is a molecular structure, C24H39BN5O8PSe2SiW from the OMol25 dataset. Energies are from ωB97M-V/def2-TZVPD.

The energy relative to the best compared isomer or geometry (same formula, charge and spin) is 64.2 kJ/mol. For the HOMO-LUMO gap, the calculation gives 6.187 eV. The LUMO energy is -8.286 eV. As for the charge: +2. The maximum force comes out at 0.76 eV Å⁻¹.

Last column: Löwdin charge in e.
Positions of all 82 atoms, in Å:
W -0.043 0.189 -0.335  1.84
C -0.577 0.444 -4.477  -0.31
Se -1.644 0.957 -2.939  1.07
C -1.552 2.890 -3.137  -0.48
C -0.131 3.422 -3.187  -0.45
Se 1.090 2.418 -2.023  1.06
C 1.997 3.909 -1.173  -0.30
H -0.991 0.936 -5.355  0.05
H -0.668 -0.633 -4.587  0.04
H 0.470 0.695 -4.332  0.02
H -2.104 3.283 -2.285  0.05
H -2.098 3.166 -4.039  0.09
H -0.086 4.473 -2.907  0.08
H 0.294 3.323 -4.185  0.08
H 1.308 4.598 -0.697  0.03
H 2.554 4.416 -1.959  0.05
H 2.700 3.493 -0.457  0.03
C -1.081 3.901 0.398  -0.02
C -2.101 2.810 0.334  -0.32
C -3.429 3.023 0.662  0.00
C -4.325 1.958 0.657  0.01
C -3.905 0.678 0.339  0.02
C -2.577 0.527 -0.020  -0.47
N -1.720 1.582 -0.054  -0.07
N -1.848 -0.593 -0.348  -0.23
Si -2.493 -2.293 -0.485  0.47
C -2.841 -2.852 1.248  -0.14
C -1.173 -3.298 -1.316  -0.14
C -3.976 -2.207 -1.598  -0.14
H -1.393 4.663 1.110  0.10
H -0.971 4.390 -0.571  0.08
H -0.108 3.507 0.693  0.06
H -3.755 4.014 0.944  0.13
H -5.358 2.133 0.929  0.13
H -4.574 -0.168 0.378  0.11
H -1.927 -2.801 1.846  0.03
H -3.183 -3.889 1.256  0.05
H -3.609 -2.251 1.740  0.04
H -0.339 -3.542 -0.660  0.03
H -0.793 -2.802 -2.214  0.04
H -1.608 -4.245 -1.644  0.06
H -4.788 -1.566 -1.260  0.03
H -4.381 -3.218 -1.694  0.06
H -3.685 -1.881 -2.600  0.04
O 1.960 -1.370 -3.523  0.20
C 1.746 -1.325 -2.357  -0.44
O 0.807 -0.420 -1.879  -0.37
C 2.358 -2.142 -1.306  -0.05
C 3.446 -2.941 -1.642  0.12
C 4.005 -3.741 -0.674  -0.07
C 3.505 -3.790 0.614  0.13
C 2.436 -2.985 0.933  -0.03
C 1.841 -2.137 -0.010  -0.21
O 0.778 -1.396 0.339  -0.22
N 1.932 -3.036 2.307  -0.31
O 1.924 -4.109 2.854  0.16
O 1.573 -1.983 2.808  0.06
N 5.171 -4.588 -1.021  -0.34
O 5.561 -4.527 -2.163  0.12
O 5.637 -5.254 -0.127  0.13
H 3.843 -2.935 -2.648  0.15
H 3.951 -4.443 1.352  0.15
B 4.278 0.667 0.852  -0.35
C 2.790 0.987 0.625  -0.17
N 1.645 1.181 0.459  -0.08
H 4.292 0.050 1.896  0.04
H 4.860 1.721 0.911  0.04
H 4.594 -0.001 -0.107  0.04
C -0.889 -0.692 4.168  -0.13
P -0.250 0.640 3.174  0.68
C -1.245 2.082 3.543  -0.13
C 1.423 1.030 3.649  -0.14
O -0.421 0.281 1.685  -0.50
H -0.859 -0.402 5.220  0.08
H -0.290 -1.589 4.023  0.05
H -1.923 -0.882 3.879  0.07
H -1.200 2.284 4.614  0.08
H -2.282 1.902 3.260  0.06
H -0.864 2.954 3.012  0.05
H 1.454 1.119 4.737  0.09
H 1.721 1.982 3.211  0.07
H 2.112 0.249 3.334  0.04